# 1
12
Properties=species:S:1:pos:R:3 method="wB97M-V/def2-TZVPD" largest_force_ev_per_a=3.6 relative_energy_ev=6.092 homo_ev=-11.09 spin_multiplicity=1 smiles="C[C@@H]1O[C@H]1[N+](=O)[O-]"
C -1.275 0.391 -1.149
C -0.052 -0.225 -0.595
O -0.034 -1.547 -0.151
C 0.216 -0.271 0.812
N 1.555 -0.123 1.354
O 2.468 -0.433 0.677
O 1.589 0.515 2.401
H -1.588 0.373 -2.213
H -1.082 1.485 -0.982
H -2.113 -0.096 -0.608
H 0.861 0.096 -1.083
H -0.546 -0.165 1.535

---

# 2
20
Properties=species:S:1:pos:R:3 method="wB97M-V/def2-TZVPD" largest_force_ev_per_a=5.3 relative_energy_ev=4.069 homo_ev=-8.52 spin_multiplicity=1
C -1.797 -1.058 -0.409
C -0.544 -0.347 -0.095
C -0.578 1.044 0.526
C 0.598 -1.231 0.120
C 1.847 -0.543 0.816
H -1.842 -2.163 -0.622
H -2.536 -0.940 0.516
H -2.433 -0.683 -1.404
H 0.442 1.546 0.234
H -0.677 0.956 1.570
H -1.132 1.898 -1.151
H -2.425 1.458 -0.320
H 1.328 0.166 -1.121
H 0.685 -2.292 0.243
H 1.804 0.219 1.758
H 2.604 -1.296 1.291
H 2.847 1.618 0.135
N -1.467 1.790 -0.251
N 0.464 -0.603 -1.233
S 2.814 0.461 -0.601

---

# 3
27
Properties=species:S:1:pos:R:3 method="wB97M-V/def2-TZVPD" largest_force_ev_per_a=5.1 relative_energy_ev=1.310 charge=+2 homo_ev=-16.46 spin_multiplicity=1
C -1.570 1.512 0.832
C 0.072 -0.518 0.079
C -1.810 -0.037 0.734
C -0.307 1.490 -1.266
C -2.060 2.257 1.964
C 1.972 -3.697 0.246
C 1.713 -2.328 -0.238
N -0.935 2.047 -0.082
N 0.446 0.272 -0.918
N 0.560 -1.642 0.472
N 0.591 2.575 -1.688
I -3.362 -0.762 -0.593
H -1.817 -0.617 1.650
H -1.045 1.350 -2.128
H -1.562 3.244 1.780
H -1.780 1.852 3.020
H -3.201 2.449 2.089
H 1.115 -4.364 0.214
H 2.550 -4.219 -0.374
H 2.321 -3.643 1.207
H 1.415 -2.253 -1.259
H 2.606 -1.770 0.001
H 1.122 0.164 -1.687
H 0.158 -2.039 1.353
H 1.610 2.309 -1.916
H 0.654 3.335 -0.928
H 0.545 3.033 -2.563

---

# 4
15
Properties=species:S:1:pos:R:3 method="wB97M-V/def2-TZVPD" largest_force_ev_per_a=5.5 relative_energy_ev=4.473 charge=+1 homo_ev="-12.55 / -12.55" spin_multiplicity=1
C -2.109 -1.138 0.194
C 2.043 0.307 0.021
C -0.276 0.280 -0.317
N 0.744 -0.313 0.414
S -0.566 1.954 0.089
H -1.852 -2.010 -0.395
H -1.962 -1.092 1.228
H -2.559 -0.387 -0.409
H 1.886 1.465 -0.031
H 2.819 0.059 0.835
H 2.274 -0.104 -1.015
H -0.335 0.060 -1.351
H 0.637 -0.103 1.428
H 0.481 -1.266 0.426
H -1.224 2.287 -1.117

---

# 5
42
Properties=species:S:1:pos:R:3 method="wB97M-V/def2-TZVPD" largest_force_ev_per_a=4.8 relative_energy_ev=4.758 homo_ev=-7.66 spin_multiplicity=1 smiles=c1cc[nH]c1.c1cc[nH]c1.c1cc[nH]c1.CCCC#N
C 6.752 -23.740 6.179
C 7.037 -22.519 6.796
C 8.366 -22.420 7.161
N 8.831 -23.669 7.022
C 7.933 -24.406 6.248
H 5.865 -23.975 5.609
H 6.341 -21.696 6.727
H 8.962 -21.588 7.508
H 9.815 -23.882 7.100
H 8.323 -25.324 5.836
C 11.586 -24.701 9.890
C 12.389 -24.588 8.694
C 13.698 -24.217 9.117
N 13.690 -24.340 10.505
C 12.514 -24.745 10.981
H 10.538 -24.954 9.820
H 12.198 -24.552 7.631
H 14.638 -24.141 8.591
H 14.482 -24.341 11.132
H 12.543 -25.083 12.006
C 7.066 -22.087 2.874
C 6.540 -22.049 1.631
C 7.368 -22.809 0.773
N 8.486 -23.134 1.476
C 8.306 -22.670 2.752
H 6.632 -21.524 3.687
H 5.641 -21.468 1.491
H 7.285 -23.065 -0.273
H 9.272 -23.524 0.975
H 9.077 -22.860 3.484
C 8.285 -26.067 2.316
C 9.631 -26.795 2.094
C 10.934 -26.026 2.524
C 10.994 -25.555 3.865
N 10.977 -25.167 4.978
H 7.895 -25.640 1.392
H 8.239 -25.407 3.182
H 7.574 -26.868 2.518
H 9.678 -27.182 1.076
H 9.497 -27.634 2.776
H 11.159 -25.177 1.878
H 11.762 -26.713 2.357

---

# 6
18
Properties=species:S:1:pos:R:3 method="wB97M-V/def2-TZVPD" largest_force_ev_per_a=1.6 relative_energy_ev=0.601 homo_ev=-8.85 spin_multiplicity=1 smiles=CSSCCN.O
C 0.047 1.725 -3.634
S 0.305 0.122 -2.827
S -1.316 0.031 -1.564
C -0.788 0.524 0.048
C -0.573 -0.743 0.938
N -0.846 -0.450 2.332
H 0.973 2.277 -3.457
H -0.102 1.646 -4.711
H -0.769 2.327 -3.254
H -1.425 1.290 0.494
H 0.100 1.149 -0.057
H 0.491 -0.963 0.829
H -1.164 -1.547 0.515
H -1.592 -0.975 2.755
H -0.071 -0.593 2.968
O 2.217 -2.029 3.271
H 2.055 -1.204 2.813
H 2.457 -2.587 2.541